Record 1
{"formula": "C2H4NO4", "method": "ωB97M-V/def2-TZVPD", "orbital_gap_ev": 8.85, "total_energy_ev": -11821.38559, "e_homo_ev": -4.85, "charge": -1, "e_lumo_ev": 4.0, "max_force_ev_per_a": 0.521, "species": ["O", "C", "N", "C", "O", "O", "H", "H", "H", "H", "O"], "positions_angstrom": [[0.98, 1.64, -0.57], [0.84, 1.12, 0.53], [-0.30, 0.60, 0.99], [-1.53, 0.33, 0.08], [-1.40, -0.70, -0.60], [-2.44, 1.14, 0.24], [1.67, 1.08, 1.27], [-0.24, 0.01, 1.80], [0.59, -0.99, -1.14], [0.64, -2.50, -1.33], [1.20, -1.73, -1.27]]}



Record 2
{"formula": "C8H17AsFeOS3", "method": "ωB97M-V/def2-TZVPD", "orbital_gap_ev": [7.45, 6.56], "total_energy_ev": -138350.08018, "spin_multiplicity": 5, "e_homo_ev": [-7.12, -7.13], "charge": 0, "e_lumo_ev": [0.3, -0.6], "max_force_ev_per_a": 2.043, "species": ["Fe", "S", "C", "S", "S", "C", "C", "C", "O", "C", "H", "H", "H", "H", "H", "H", "H", "H", "C", "As", "C", "C", "H", "H", "H", "H", "H", "H", "H", "H", "H"], "positions_angstrom": [[-0.22, 0.56, 1.33], [-2.95, 2.01, 2.84], [-1.61, 1.03, 2.94], [-0.01, 1.67, 3.28], [-1.69, -0.68, 2.53], [-1.40, 1.25, -2.89], [-2.68, 1.53, -2.10], [-2.13, 2.08, -0.79], [-0.88, 1.37, -0.59], [-0.47, 0.72, -1.81], [-1.01, 2.17, -3.32], [-1.53, 0.52, -3.69], [-3.23, 0.61, -1.93], [-3.33, 2.25, -2.59], [-2.77, 1.90, 0.07], [-1.92, 3.14, -0.87], [-0.60, -0.36, -1.68], [0.58, 0.95, -1.97], [2.72, -1.04, -0.59], [1.52, -0.98, 0.97], [2.86, -1.32, 2.34], [0.76, -2.77, 0.85], [3.39, -1.90, -0.49], [3.32, -0.13, -0.63], [2.16, -1.13, -1.52], [3.36, -2.26, 2.13], [2.38, -1.37, 3.32], [3.59, -0.51, 2.35], [1.53, -3.51, 0.65], [0.00, -2.81, 0.07], [0.27, -2.99, 1.80]]}



Record 3
{"formula": "C47H69N10", "method": "ωB97M-V/def2-TZVPD", "orbital_gap_ev": 4.04, "total_energy_ev": -64756.60599, "e_homo_ev": -2.04, "charge": -1, "e_lumo_ev": 2.0, "max_force_ev_per_a": 0.757, "species": ["C", "C", "C", "C", "C", "C", "C", "C", "C", "C", "C", "N", "H", "H", "H", "H", "H", "H", "H", "H", "H", "H", "H", "H", "H", "H", "H", "H", "H", "H", "H", "H", "H", "H", "H", "H", "N", "C", "C", "C", "C", "H", "H", "H", "H", "H", "N", "C", "C", "C", "C", "H", "H", "H", "H", "H", "N", "C", "C", "C", "C", "H", "H", "H", "H", "H", "N", "C", "C", "C", "C", "H", "H", "H", "H", "H", "N", "C", "C", "C", "C", "H", "H", "H", "H", "H", "N", "C", "C", "C", "C", "H", "H", "H", "H", "H", "N", "C", "C", "C", "C", "H", "H", "H", "H", "H", "N", "C", "C", "C", "C", "H", "H", "H", "H", "H", "N", "C", "C", "C", "C", "H", "H", "H", "H", "H"], "positions_angstrom": [[-5.93, -3.98, 0.34], [-5.39, -3.69, -1.07], [-4.13, -4.46, -1.49], [-2.84, -4.08, -0.75], [-2.62, -4.69, 0.64], [-1.48, -3.96, 1.38], [-2.03, -2.81, 2.23], [-1.05, -1.64, 2.38], [-1.10, -0.65, 1.21], [-0.64, 0.77, 1.53], [-1.51, 1.87, 0.90], [-2.62, 2.24, 1.74], [-5.71, -3.17, 1.04], [-5.52, -4.91, 0.74], [-7.02, -4.10, 0.32], [-5.18, -2.62, -1.18], [-6.18, -3.91, -1.80], [-4.30, -5.54, -1.43], [-3.96, -4.24, -2.55], [-1.99, -4.40, -1.37], [-2.77, -2.99, -0.69], [-3.53, -4.60, 1.24], [-2.39, -5.76, 0.53], [-0.79, -3.57, 0.62], [-0.98, -4.70, 2.01], [-2.29, -3.19, 3.22], [-2.95, -2.43, 1.77], [-1.26, -1.09, 3.31], [-0.03, -2.05, 2.48], [-0.49, -1.04, 0.38], [-2.14, -0.59, 0.86], [-0.70, 0.95, 2.61], [0.41, 0.92, 1.21], [-0.82, 2.74, 0.71], [-1.82, 1.52, -0.11], [-3.48, 2.10, 1.22], [3.25, 1.19, 1.72], [4.03, 1.68, 0.70], [4.36, 0.62, -0.11], [3.75, -0.54, 0.44], [3.08, -0.16, 1.57], [2.85, 1.74, 2.45], [4.27, 2.72, 0.64], [4.96, 0.68, -1.01], [3.80, -1.54, 0.04], [2.48, -0.72, 2.26], [-0.12, 1.42, 5.74], [-1.47, 1.43, 5.59], [-2.01, 0.63, 6.56], [-0.92, 0.11, 7.33], [0.23, 0.62, 6.80], [0.52, 1.92, 5.15], [-1.93, 1.99, 4.78], [-3.05, 0.42, 6.69], [-0.99, -0.56, 8.17], [1.26, 0.48, 7.08], [1.19, 1.43, -1.36], [0.79, 2.69, -1.69], [0.34, 2.65, -2.99], [0.48, 1.31, -3.45], [1.01, 0.58, -2.41], [1.55, 1.15, -0.46], [0.84, 3.49, -0.98], [-0.07, 3.49, -3.54], [0.21, 0.92, -4.41], [1.26, -0.46, -2.33], [-2.87, 6.45, -2.53], [-2.65, 6.08, -1.23], [-2.73, 4.72, -1.14], [-3.02, 4.23, -2.45], [-3.09, 5.32, -3.28], [-2.85, 7.38, -2.88], [-2.44, 6.81, -0.47], [-2.59, 4.14, -0.23], [-3.14, 3.21, -2.75], [-3.28, 5.39, -4.34], [-0.67, 7.34, 1.93], [-0.77, 7.88, 3.18], [-0.96, 6.85, 4.07], [-0.98, 5.64, 3.32], [-0.80, 5.97, 2.01], [-0.54, 7.85, 1.08], [-0.70, 8.94, 3.33], [-1.08, 6.96, 5.13], [-1.13, 4.64, 3.69], [-0.76, 5.36, 1.12], [1.67, -8.23, 2.12], [0.80, -7.32, 1.59], [1.54, -6.42, 0.87], [2.90, -6.80, 0.98], [2.95, -7.93, 1.76], [1.40, -9.01, 2.70], [-0.26, -7.38, 1.76], [1.14, -5.57, 0.33], [3.75, -6.31, 0.54], [3.78, -8.53, 2.08], [2.75, 3.42, -5.22], [2.66, 2.98, -6.50], [3.34, 3.86, -7.31], [3.86, 4.88, -6.46], [3.48, 4.57, -5.18], [2.33, 2.98, -4.41], [2.12, 2.08, -6.74], [3.45, 3.78, -8.37], [4.45, 5.73, -6.76], [3.66, 5.08, -4.25], [2.30, -11.73, -0.69], [2.20, -11.28, 0.59], [2.42, -12.35, 1.43], [2.66, -13.48, 0.61], [2.57, -13.07, -0.69], [2.18, -11.16, -1.51], [1.99, -10.25, 0.80], [2.41, -12.31, 2.51], [2.87, -14.49, 0.94], [2.69, -13.62, -1.61], [2.36, 9.29, -4.63], [2.15, 9.85, -3.40], [2.05, 8.84, -2.49], [2.20, 7.61, -3.20], [2.39, 7.92, -4.52], [2.46, 9.79, -5.49], [2.10, 10.92, -3.28], [1.89, 8.96, -1.43], [2.17, 6.62, -2.78], [2.54, 7.29, -5.37]]}



Record 4
{"formula": "C26H37IrN2", "method": "ωB97M-V/def2-TZVPD", "orbital_gap_ev": [6.81, 5.58], "total_energy_ev": -33369.07965, "spin_multiplicity": 6, "e_homo_ev": [-8.74, -11.21], "charge": 1, "e_lumo_ev": [-1.9, -5.6], "max_force_ev_per_a": 3.265, "species": ["C", "C", "C", "C", "C", "Ir", "C", "C", "H", "C", "H", "H", "C", "H", "H", "H", "C", "H", "H", "H", "C", "H", "H", "H", "C", "H", "H", "H", "C", "H", "H", "H", "C", "H", "H", "H", "C", "H", "H", "H", "C", "C", "C", "C", "H", "C", "H", "C", "H", "H", "H", "C", "C", "C", "C", "N", "N", "C", "H", "H", "H", "H", "H", "H", "H", "H"], "positions_angstrom": [[0.97, -1.78, 0.50], [1.91, -1.02, -0.34], [1.46, -1.15, -1.70], [0.25, -1.87, -1.73], [-0.04, -2.30, -0.41], [0.08, 0.12, 0.25], [-2.43, 1.25, -0.42], [-1.86, 0.91, 0.83], [-1.79, 1.70, 1.58], [-1.63, -0.49, 1.19], [-2.27, -1.23, 0.69], [-1.37, -0.77, 2.21], [-2.51, 2.70, -0.76], [-1.88, 3.29, -0.08], [-2.15, 2.90, -1.79], [-3.54, 3.08, -0.70], [-3.01, 0.27, -1.36], [-2.83, -0.78, -1.09], [-4.11, 0.40, -1.46], [-2.61, 0.40, -2.39], [3.30, -0.67, 0.06], [3.37, -0.43, 1.13], [3.96, -1.53, -0.14], [3.68, 0.18, -0.51], [2.22, -0.60, -2.85], [2.72, 0.34, -2.57], [3.00, -1.30, -3.20], [1.57, -0.39, -3.71], [-0.63, -2.11, -2.91], [-0.65, -1.24, -3.58], [-0.28, -2.98, -3.49], [-1.66, -2.31, -2.59], [-1.08, -3.30, -0.02], [-2.05, -3.11, -0.51], [-0.74, -4.29, -0.36], [-1.22, -3.34, 1.06], [1.29, -2.35, 1.84], [0.38, -2.63, 2.38], [1.92, -3.25, 1.73], [1.84, -1.64, 2.46], [0.41, 1.64, -1.23], [1.00, 2.82, -0.83], [0.01, 1.54, -2.57], [1.36, 3.82, -1.74], [1.20, 2.98, 0.23], [0.36, 2.53, -3.50], [-0.58, 0.68, -2.91], [1.05, 3.68, -3.09], [1.88, 4.71, -1.38], [0.09, 2.41, -4.55], [1.31, 4.45, -3.81], [3.82, 2.70, 3.09], [2.47, 2.10, 2.98], [1.44, 1.91, 3.89], [0.38, 1.28, 3.23], [0.79, 1.05, 1.94], [2.04, 1.59, 1.83], [-0.91, 1.01, 3.88], [3.74, 3.75, 3.39], [4.40, 2.18, 3.86], [4.36, 2.65, 2.14], [1.45, 2.21, 4.92], [2.55, 1.64, 0.93], [-0.80, 0.24, 4.65], [-1.26, 1.92, 4.39], [-1.72, 0.71, 3.21]]}